Below is C25H48IrO3P2S as an isolated structure, with properties calculated with the ωB97M-V functional and the def2-TZVPD basis.

Cartesian coordinates (Å):
Ir1 0.0683 -0.0515 0.1422
C1 -1.6946 1.5597 0.1171
C2 -2.1495 0.6296 -0.8998
C3 -1.9096 -0.5735 1.0834
C4 -1.6889 0.8405 1.3723
C5 -2.2745 -0.6740 -0.3291
C6 -1.7145 3.0541 -0.0192
H1 -1.3912 3.4109 -0.9997
H2 -1.1159 3.5796 0.7271
H3 -2.7375 3.4208 0.1084
C7 -1.6517 1.4330 2.7293
H4 -1.4449 2.4974 2.7105
H5 -0.9273 0.9441 3.3771
H6 -2.6235 1.2780 3.1967
C8 -2.1341 -1.6442 2.0888
H7 -3.1967 -1.7308 2.3157
H8 -1.6413 -1.4265 3.0301
H9 -1.8062 -2.6293 1.7593
C9 -3.0622 -1.8388 -0.8352
H10 -4.1055 -1.6109 -0.6070
H11 -2.8406 -2.7712 -0.3098
H12 -3.0066 -2.0359 -1.9099
C10 -2.8746 1.1455 -2.0871
H13 -3.7984 1.5634 -1.6773
H14 -3.1374 0.3688 -2.8075
H15 -2.3642 1.9631 -2.6107
C11 1.5774 0.4346 -3.3934
C12 0.5615 1.3053 -3.5432
C13 -0.0334 1.6166 -4.9117
C14 -0.9201 0.4577 -5.4889
C15 -1.0042 -0.8142 -4.6327
C16 0.0307 -1.6544 -4.5373
C17 1.3663 -1.3776 -5.2356
C18 2.2396 -0.2540 -4.5863
H16 0.7690 1.8440 -5.6427
H17 -0.4787 0.1757 -6.4606
H18 -0.6482 2.5306 -4.8278
H19 2.5007 0.4843 -5.3681
H20 1.9419 0.0953 -2.4270
H21 0.0382 1.7801 -2.7171
H22 3.1845 -0.7042 -4.2363
H23 1.9368 -2.3243 -5.2710
H24 -0.0607 -2.6254 -4.0578
H25 1.1642 -1.0812 -6.2799
H26 -1.9413 0.8335 -5.6975
H27 -1.9749 -1.0433 -4.2018
P1 1.6979 1.7323 0.5924
C19 1.3811 2.6026 2.1976
H28 2.2703 3.2066 2.3916
H29 1.2525 1.8957 3.0186
H30 0.5172 3.2635 2.1149
C20 3.4435 1.2151 0.8429
H31 3.9730 2.0756 1.2574
H32 3.9057 0.9421 -0.1085
H33 3.5057 0.3894 1.5526
C21 1.9510 3.2666 -0.3949
H34 2.4369 3.0462 -1.3457
H35 2.6017 3.9208 0.1924
H36 1.0117 3.7902 -0.5766
P2 0.9567 -2.2708 -0.2197
C22 -0.2167 -3.6382 -0.6497
H37 0.3968 -4.4638 -1.0202
H38 -0.9792 -3.3876 -1.3864
H39 -0.7024 -3.9875 0.2673
C23 2.6287 -2.6083 -0.9468
H40 2.5795 -2.7720 -2.0258
H41 3.0213 -3.5094 -0.4664
H42 3.3252 -1.7949 -0.7225
C24 1.3904 -3.1690 1.3372
H43 1.5973 -4.2009 1.0466
H44 0.5499 -3.1696 2.0333
H45 2.2877 -2.7475 1.7874
C25 2.3014 -2.3294 4.1840
S1 1.0034 -0.9080 3.6658
O1 -0.2742 -0.9847 4.4445
O2 2.1352 0.0169 3.9479
O3 0.6822 -0.2268 2.0190
H46 2.3620 -2.0302 5.2522
H47 3.2422 -2.0201 3.6707
H48 2.0002 -3.3773 4.0228

The calculation puts the HOMO-LUMO gap (spin up / spin down) at 6.04 / 6.42 eV. Its total charge is +1. Its spin multiplicity is 5. Its LUMO energy (spin up / spin down) is -2.8 / -5.1 eV. As for the expectation value of S²: 6.021.

Atom charges from the Mulliken analysis, given in e for atoms 1 to 8: 1.413 0.720 0.739 0.627 0.816 0.993 -2.113 0.386

Below is C25H48MnO3P2S as an isolated structure, with properties calculated with the ωB97M-V functional and the def2-TZVPD basis.

Cartesian coordinates (Å):
Mn1 0.3627 -0.3332 0.4009
C1 2.0984 -1.3550 -0.6382
C2 2.0779 -0.0220 -1.2123
C3 2.4092 0.1673 1.0791
C4 2.3957 -1.2332 0.7561
C5 2.2600 0.9296 -0.1379
C6 2.2491 -2.6260 -1.4592
H1 1.6767 -2.6400 -2.4207
H2 1.9575 -3.5637 -0.9373
H3 3.3139 -2.7932 -1.7653
C7 2.8496 -2.3177 1.6567
H4 2.7737 -3.3324 1.2261
H5 2.3154 -2.3444 2.6277
H6 3.9191 -2.1883 1.9160
C8 2.8363 0.7510 2.3967
H7 3.9271 0.9815 2.4202
H8 2.6609 0.0691 3.2537
H9 2.3364 1.7081 2.6828
C9 2.8042 2.3302 -0.2293
H10 3.9095 2.2633 -0.3779
H11 2.6956 2.9281 0.7034
H12 2.4525 2.9934 -1.0500
C10 2.5264 0.1607 -2.6159
H13 3.5889 -0.1731 -2.6655
H14 2.5323 1.1975 -2.9681
H15 2.0030 -0.4644 -3.3612
C11 -2.1762 0.4086 -2.3977
C12 -1.1084 -0.1097 -3.2068
C13 -0.9644 0.2886 -4.6297
C14 -0.4055 1.7362 -4.7897
C15 -0.2038 2.4746 -3.4789
C16 -1.2454 2.9614 -2.7772
C17 -2.6774 2.7628 -3.2018
C18 -3.2013 1.3158 -2.9637
H16 -1.9213 0.2060 -5.1690
H17 -1.1381 2.3009 -5.3916
H18 -0.2810 -0.4334 -5.1191
H19 -3.6180 0.9243 -3.9032
H20 -2.2553 0.2217 -1.3468
H21 -0.3392 -0.7550 -2.8272
H22 -4.0434 1.3502 -2.2480
H23 -3.3146 3.5086 -2.7027
H24 -1.0811 3.7047 -1.9765
H25 -2.7684 2.9838 -4.2778
H26 0.5132 1.7459 -5.3964
H27 0.8266 2.7992 -3.2336
P1 -0.9411 -2.4740 0.4531
C19 -0.0723 -3.7965 1.3560
H28 -0.7864 -4.6287 1.4698
H29 0.2574 -3.5230 2.3674
H30 0.7922 -4.1827 0.7974
C20 -2.5454 -2.4903 1.2895
H31 -2.8620 -3.5467 1.3896
H32 -3.3260 -1.9634 0.7186
H33 -2.5064 -2.0731 2.3070
C21 -1.3257 -3.4613 -1.0181
H34 -2.1059 -3.0060 -1.6478
H35 -1.7120 -4.4437 -0.6774
H36 -0.4458 -3.6621 -1.6541
P2 -0.8608 1.5969 1.4189
C22 -0.0129 3.2117 1.4126
H37 -0.7804 3.9837 1.6100
H38 0.5398 3.4964 0.5080
H39 0.7182 3.2745 2.2505
C23 -2.6728 1.8113 1.3398
H40 -2.9996 2.4249 0.4871
H41 -3.0124 2.3414 2.2570
H42 -3.2249 0.8461 1.3193
C24 -0.8792 1.6489 3.2282
H43 -1.2619 2.6411 3.5383
H44 0.1206 1.5407 3.6643
H45 -1.5498 0.9007 3.6613
C25 -0.5065 -0.3795 5.5890
S1 -0.1814 -1.5099 3.8906
O1 1.0967 -1.9071 4.5131
O2 -1.2373 -2.5305 3.8381
O3 0.2967 -0.8825 2.4686
H46 -0.3096 -1.1290 6.3495
H47 -1.5064 0.0238 5.6587
H48 0.2743 0.3597 5.6026

The calculation puts the HOMO-LUMO gap (spin up / spin down) at 5.99 / 8.06 eV. Its total charge is +1. Its spin multiplicity is 5. Its LUMO energy (spin up / spin down) is -4.8 / -3.2 eV. As for the expectation value of S²: 6.369.

Atom charges from the Mulliken analysis, given in e for atoms 1 to 8: -0.045 0.500 0.927 0.357 2.051 0.826 -1.859 0.320

Below is a 3-piece molecular cluster, C25H48N2O9P overall, with properties calculated with the ωB97M-V functional and the def2-TZVPD basis.

Cartesian coordinates (Å):
C1 -0.6081 5.8225 -5.4633
C2 -0.7621 6.7874 -4.2772
O1 -1.8789 7.6439 -4.5179
C3 0.4475 7.7059 -4.1200
O2 1.0714 7.6442 -2.8300
C4 1.8489 6.5206 -2.6194
C5 3.1311 6.8315 -1.8693
N1 3.4857 5.8528 -1.1257
C6 2.5221 4.7282 -1.3174
C7 2.5845 3.4946 -0.4683
C8 2.4594 3.4764 0.9165
C9 2.4959 2.2696 1.6108
N2 2.6717 1.0935 1.0085
C10 2.8222 1.1160 -0.3079
C11 2.7815 2.2643 -1.0991
C12 1.2438 5.5551 -1.5556
P1 0.7957 6.8516 -0.2371
C13 -1.0339 6.8703 -0.3256
O3 1.1270 6.1805 1.2362
H1 -1.2747 4.9748 -5.3267
H2 0.4177 5.4848 -5.5825
H3 -0.9401 6.3364 -6.3600
H4 -0.9749 6.2223 -3.3688
H5 -2.6906 7.1795 -4.3006
H6 0.1169 8.7233 -4.2938
H7 1.1983 7.4800 -4.8769
H8 2.1237 5.9975 -3.5430
H9 3.6676 7.7648 -1.9557
H10 4.3119 5.8757 -0.5409
H11 2.7657 4.3666 -2.3218
H12 2.3405 4.3949 1.4644
H13 2.3882 2.2691 2.6846
H14 2.9882 0.1646 -0.7947
H15 2.9152 2.1853 -2.1672
H16 0.4260 4.9167 -1.8760
H17 -1.4170 6.9339 0.6907
H18 -1.4476 5.9923 -0.8122
H19 -1.3103 7.7833 -0.8425
H20 0.3806 5.6562 1.5570
C14 2.4828 -5.1721 -3.9725
O4 1.9264 -4.3886 -2.9393
C15 0.5101 -4.3604 -2.9627
C16 -0.0607 -4.1815 -1.5735
O5 -0.0155 -5.3397 -0.7581
C17 1.2489 -5.7607 -0.2625
C18 1.8208 -4.8873 0.8324
O6 2.3192 -3.6657 0.3121
C19 2.1839 -2.5850 1.2075
H21 2.3286 -4.7058 -4.9522
H22 3.5516 -5.2513 -3.7832
H23 2.0547 -6.1802 -3.9787
H24 0.1141 -5.2861 -3.3952
H25 0.1889 -3.5155 -3.5883
H26 -1.1270 -3.9686 -1.6909
H27 0.3899 -3.3223 -1.0723
H28 1.9692 -5.8981 -1.0701
H29 1.0603 -6.7439 0.1753
H30 2.6495 -5.4251 1.3113
H31 1.0484 -4.6949 1.5850
H32 1.1474 -2.4781 1.5481
H33 2.4667 -1.6787 0.6765
H34 2.8418 -2.7032 2.0757
C20 -2.1604 -5.4687 1.3784
O7 -2.7418 -4.6525 2.3768
C21 -4.1542 -4.5973 2.2997
C22 -4.7705 -4.3790 3.6633
O8 -4.7671 -5.5234 4.4994
C23 -3.5346 -5.9446 5.0610
C24 -3.0292 -5.0750 6.1896
O9 -2.5041 -3.8478 5.7066
C25 -2.6948 -2.7754 6.5996
H35 -2.2651 -5.0165 0.3907
H36 -1.1054 -5.5681 1.6091
H37 -2.6124 -6.4676 1.3775
H38 -4.5512 -5.5254 1.8725
H39 -4.4376 -3.7603 1.6454
H40 -5.8279 -4.1530 3.5066
H41 -4.3214 -3.5175 4.1617
H42 -2.7690 -6.0765 4.2945
H43 -3.7454 -6.9285 5.4861
H44 -2.2278 -5.6121 6.7142
H45 -3.8473 -4.8909 6.8947
H46 -3.7495 -2.6743 6.8797
H47 -2.3824 -1.8647 6.0907
H48 -2.0912 -2.8986 7.5063

The calculation puts the HOMO-LUMO gap at 5.89 eV. Its total charge is +1. Its LUMO energy is -4.3 eV.

Atom charges from the Mulliken analysis, given in e for atoms 1 to 8: -1.607 1.122 -0.589 -1.006 -0.428 -0.186 -0.537 0.081

| no. | calculated total energy (Ha) |
| --- | --- |
| 1 | -2391.84697 |
| 2 | -3438.65313 |
| 3 | -2108.99100 |